No. 1
Below is C31H39BrF6Ge2NO5S2Ti as an isolated structure at a distorted geometry, with properties calculated with ωB97M-V/def2-TZVPD.

Geometry (Å):
Ti: -0.32 -0.09 0.48
C: 4.83 6.01 -0.31
C: 5.01 4.50 -0.24
C: 5.94 4.17 0.94
C: 5.65 4.02 -1.55
C: 3.68 3.78 -0.05
C: 3.65 2.38 0.00
C: 2.44 1.76 0.14
Br: 2.31 -0.16 0.06
C: 1.22 2.43 0.25
O: 0.12 1.65 0.42
C: 1.21 3.82 0.15
C: 2.46 4.44 0.03
C: -0.04 4.72 0.12
C: 0.09 5.72 -1.04
C: -1.36 3.96 -0.09
C: -0.11 5.51 1.44
H: 5.81 6.48 -0.44
H: 4.40 6.42 0.60
H: 4.22 6.31 -1.16
H: 6.90 4.66 0.79
H: 6.12 3.10 1.03
H: 5.52 4.54 1.87
H: 6.59 4.54 -1.71
H: 5.00 4.23 -2.40
H: 5.86 2.95 -1.54
H: 4.56 1.80 -0.10
H: 2.47 5.52 -0.04
H: 0.27 5.20 -1.99
H: 0.89 6.44 -0.89
H: -0.84 6.29 -1.14
H: -1.33 3.35 -0.99
H: -2.16 4.69 -0.21
H: -1.62 3.33 0.75
H: 0.80 6.09 1.60
H: -0.23 4.84 2.30
H: -0.95 6.19 1.42
F: -5.20 -1.06 0.36
C: -4.53 -0.52 -0.63
F: -4.64 0.79 -0.62
F: -4.89 -1.02 -1.78
S: -2.73 -0.92 -0.34
O: -2.38 -0.47 1.04
O: -1.79 -0.17 -1.20
N: -2.69 -2.45 -0.54
S: -1.25 -3.12 -0.50
O: -0.30 -2.21 0.21
O: -1.27 -4.46 -0.05
C: -0.64 -3.10 -2.28
F: -1.67 -3.16 -3.09
F: 0.04 -1.97 -2.47
F: 0.15 -4.13 -2.44
C: 1.63 -3.07 2.70
Ge: 0.09 -2.28 3.60
C: 0.40 -2.07 5.53
C: -1.65 -3.06 3.18
Ge: -0.07 0.25 3.39
C: 1.54 1.26 3.52
C: 1.59 2.63 3.82
C: 2.81 3.25 3.99
C: 3.99 2.52 3.88
C: 3.95 1.16 3.59
C: 2.74 0.54 3.40
C: -1.74 1.07 3.77
C: -2.78 0.25 4.24
C: -4.01 0.80 4.56
C: -4.23 2.16 4.38
C: -3.21 2.98 3.90
C: -1.97 2.44 3.60
H: 1.43 -4.14 2.58
H: 2.52 -2.96 3.31
H: 1.81 -2.65 1.71
H: 0.43 -3.08 5.95
H: -0.39 -1.52 6.04
H: 1.36 -1.60 5.74
H: -1.51 -3.95 2.57
H: -2.29 -2.36 2.64
H: -2.15 -3.35 4.10
H: 0.68 3.19 3.96
H: 2.85 4.31 4.23
H: 4.94 3.01 4.04
H: 4.87 0.60 3.52
H: 2.71 -0.52 3.16
H: -2.63 -0.81 4.36
H: -4.80 0.17 4.94
H: -5.19 2.59 4.63
H: -3.39 4.04 3.76
H: -1.19 3.09 3.23

**LUMO (spin up / spin down)**: -7.98 / -8.18 eV
**Charge**: +2
**⟨S²⟩**: 0.757
**Spin multiplicity**: 2


No. 2
Below is an isolated molecule of C2H4INO at a distorted geometry, with properties calculated with ωB97M-V/def2-TZVPD.

Geometry (Å):
O: -0.18 -1.71 -0.09
C: 0.71 -0.98 0.10
C: 0.42 0.52 0.28
N: -0.88 0.92 -0.55
I: -2.60 0.06 0.18
H: 1.74 -1.36 0.35
H: 0.32 0.65 1.30
H: 1.02 1.27 -0.11
H: -0.56 0.62 -1.46

**LUMO**: 0.08 eV
**Relative energy (zero: lowest compared OMol25 entry of this formula, charge and spin)**: 1.569 eV
**SMILES string**: O=CCNI


No. 3
Below is an isolated ion of composition C3H2ClF2O2 and charge -1 at a distorted geometry, with properties calculated with ωB97M-V/def2-TZVPD.

Geometry (Å):
C: -0.12 0.27 -1.38
C: -0.01 -0.10 1.24
C: 0.03 -0.62 -0.19
O: 1.10 -0.19 -1.01
O: -0.78 0.18 -2.41
F: 0.74 -0.83 2.11
F: -0.12 -2.01 -0.40
Cl: -0.36 2.28 -0.71
H: -0.95 0.09 1.59
H: 0.48 0.92 1.17

**LUMO (spin up / spin down)**: 3.91 / 1.53 eV
**Charge**: -1
**⟨S²⟩**: 2.009
**Spin multiplicity**: 3


No. 4
Below is C27H46BrN3OP2Pb as an isolated structure at a distorted geometry, with properties calculated with ωB97M-V/def2-TZVPD.

Geometry (Å):
N: 5.92 3.73 -2.79
C: 6.07 2.43 -2.53
C: 5.00 1.62 -2.11
C: 3.73 2.22 -1.92
C: 3.58 3.58 -2.27
C: 4.72 4.30 -2.67
C: 2.66 1.46 -1.27
Pb: 1.11 0.37 -2.55
P: -1.10 -1.38 -3.40
C: 1.33 2.01 -1.08
C: 0.50 1.60 0.04
C: -0.86 1.98 0.03
C: -1.78 1.39 0.83
C: -1.38 0.34 1.80
C: 0.09 0.20 1.97
C: 0.96 0.75 1.09
Br: -2.13 -1.38 1.29
H: 3.02 0.73 -0.55
H: 0.99 2.87 -1.67
H: 5.16 0.56 -1.93
H: 2.61 4.08 -2.22
H: 7.07 2.01 -2.65
H: 4.65 5.37 -2.88
H: -1.19 2.73 -0.71
H: 2.03 0.57 1.18
H: -2.85 1.58 0.71
H: 0.44 -0.45 2.79
P: -2.16 0.87 3.44
C: 0.54 -2.16 -3.89
C: 0.42 -3.45 -4.71
H: 1.15 -2.36 -3.00
H: 1.03 -1.41 -4.54
H: 1.40 -3.68 -5.16
H: 0.14 -4.30 -4.09
H: -0.30 -3.33 -5.53
C: -1.76 0.02 -2.33
C: -3.30 0.05 -2.34
H: -1.39 0.98 -2.73
H: -1.39 -0.11 -1.29
H: -3.65 0.97 -1.85
H: -3.67 0.05 -3.37
H: -3.74 -0.80 -1.82
C: -1.74 -2.73 -2.32
C: -2.46 -3.84 -3.11
H: -2.43 -2.32 -1.57
H: -0.87 -3.13 -1.77
H: -2.90 -4.56 -2.41
H: -3.27 -3.44 -3.73
H: -1.77 -4.39 -3.76
C: -1.88 -0.40 4.68
C: -2.56 -0.12 6.02
H: -0.79 -0.52 4.79
H: -2.25 -1.35 4.25
H: -2.20 0.81 6.49
H: -3.65 -0.06 5.92
H: -2.33 -0.94 6.71
C: -3.93 1.04 3.11
C: -4.43 2.46 2.83
H: -4.43 0.62 3.99
H: -4.16 0.37 2.27
H: -4.27 3.12 3.68
H: -3.95 2.91 1.94
H: -5.51 2.41 2.63
C: -1.40 2.43 3.93
C: -0.06 2.33 4.67
H: -2.15 2.95 4.55
H: -1.28 3.02 3.01
H: 0.24 3.34 4.98
H: -0.12 1.71 5.57
H: 0.73 1.93 4.02
C: 4.46 -2.95 -1.11
N: 3.27 -3.07 -0.28
C: 2.17 -2.31 -0.42
N: 1.12 -2.61 0.40
O: 2.09 -1.39 -1.29
H: 4.27 -2.23 -1.91
H: 4.70 -3.93 -1.54
H: 5.31 -2.61 -0.51
H: 3.25 -3.79 0.43
H: 0.30 -2.01 0.45
H: 1.23 -3.33 1.10

**LUMO**: -6.86 eV
**Relative energy (zero: lowest compared OMol25 entry of this formula, charge and spin)**: 0.484 eV
**Charge**: +2


How do the records compare in calculated total energy? In the order shown, they have -288658.538, -13774.852, -25191.511, -129114.609 eV.
How do the records compare in molecular weight? In the order shown, they have 956.8, 185.0, 143.5, 777.7 g mol⁻¹.